Entry 1:
{"formula": "C4H8Br2N", "method": "the ωB97M-V functional and the def2-TZVPD basis", "total_charge": 1, "lumo_energy_ev": -4.49, "homo_lumo_gap_ev": 9.11, "max_force_ev_per_a": 4.1, "elements": ["C", "C", "C", "C", "N", "Br", "Br", "H", "H", "H", "H", "H", "H", "H", "H"], "xyz": [[-0.8271, -1.5712, 1.4690], [0.3764, -1.0159, 0.7754], [0.5387, 1.6358, -1.4556], [0.5558, 0.2492, 1.0434], [-0.4708, 0.7877, -1.5845], [1.3930, -1.9001, -0.4399], [1.9169, 1.3196, 0.4100], [-0.4697, -2.5355, 2.0928], [-1.3080, -0.9283, 2.2369], [1.3144, 1.3322, -2.1736], [0.4161, 2.7278, -1.3045], [-1.4916, -1.9395, 0.6506], [-0.0567, 0.8173, 1.8637], [-0.4695, -0.1268, -2.0110], [-1.4177, 1.1479, -1.5727]], "forces_ev_per_a": [[0.55, -3.74, 0.81], [-1.45, 0.90, 1.26], [0.50, -0.41, -3.08], [-0.80, 2.42, 3.16], [-1.41, 1.39, 0.38], [0.48, -1.03, -0.72], [0.52, 0.25, -0.15], [-0.90, 1.92, -1.51], [0.35, -0.13, -1.02], [0.36, 0.54, 0.93], [-0.40, -1.09, 0.05], [-0.01, 0.21, 1.03], [1.18, -1.31, -1.87], [0.98, 0.01, -0.08], [0.04, 0.06, 0.82]]}

Entry 2:
{"formula": "C19H12Br4ClMnN2O3", "method": "the ωB97M-V functional and the def2-TZVPD basis", "total_charge": -1, "s_squared": 0.766, "lumo_energy_ev": [1.92, 1.90], "homo_lumo_gap_ev": [6.02, 5.99], "spin_multiplicity": 2, "max_force_ev_per_a": 2.0, "elements": ["Mn", "Br", "C", "C", "Br", "C", "Br", "C", "O", "C", "O", "C", "Br", "N", "C", "O", "C", "C", "C", "C", "N", "C", "H", "H", "H", "H", "H", "H", "Cl", "C", "C", "C", "C", "C", "C", "C", "H", "H", "H", "H", "H", "H"], "xyz": [[-1.3481, 0.3616, -0.2934], [-3.0788, 5.8731, 3.6247], [-2.9914, 4.1412, 2.8694], [-3.8085, 3.1251, 3.3392], [-4.9648, 3.4356, 4.8095], [-3.7835, 1.8760, 2.7245], [-4.8513, 0.4442, 3.3650], [-2.9542, 1.6033, 1.6387], [-2.9590, 0.4862, 0.9862], [-2.0273, 2.6296, 1.2204], [-1.1893, 2.3337, 0.2883], [-2.1036, 3.8812, 1.8285], [-0.8991, 5.2019, 1.1890], [4.0658, -1.7080, -0.7515], [3.8832, -1.6942, 0.5995], [4.7806, -2.0516, 1.3480], [2.5659, -1.2530, 1.1005], [2.4244, -1.0620, 2.4960], [1.1974, -0.6880, 2.9961], [0.1331, -0.5166, 2.1275], [0.2531, -0.6819, 0.7871], [1.4435, -1.0437, 0.3080], [4.9813, -1.9579, -1.0827], [3.4336, -1.2764, -1.3995], [3.2785, -1.2292, 3.1333], [1.0512, -0.5397, 4.0559], [-0.8547, -0.2634, 2.4946], [1.4681, -1.2094, -0.7645], [-0.4284, 1.4301, -2.6140], [0.1411, -0.1327, -3.1697], [1.2619, -0.1996, -3.9636], [1.7929, -1.4405, -4.2912], [1.2049, -2.5869, -3.7692], [0.0883, -2.5092, -2.9673], [-0.5219, -1.2749, -2.6554], [-1.7187, -1.1482, -1.8627], [1.7274, 0.7112, -4.3032], [2.6661, -1.5050, -4.9224], [1.6242, -3.5550, -4.0075], [-0.3479, -3.4144, -2.5681], [-2.1660, -2.1121, -1.6188], [-2.4701, -0.4807, -2.3253]], "forces_ev_per_a": [[-0.29, 0.27, 0.50], [0.02, 0.06, 0.04], [-0.22, 0.00, 0.26], [-0.07, 0.48, 0.21], [-0.02, -0.01, -0.01], [0.06, -0.40, -0.09], [0.01, -0.04, -0.12], [0.09, 0.94, 0.40], [1.21, -1.10, -1.10], [-0.54, 0.01, 0.52], [0.42, -0.88, -0.59], [0.24, 0.00, -0.17], [-0.04, -0.08, -0.02], [-0.09, 0.06, 0.12], [0.89, -0.27, -0.60], [-0.31, 0.09, 0.07], [-0.79, 0.28, 1.42], [0.16, -0.15, -1.15], [-0.17, -0.08, 0.03], [0.09, -0.20, -0.66], [-0.62, 0.96, 0.80], [0.03, -0.16, -0.29], [-0.01, 0.00, 0.05], [-0.12, 0.00, -0.06], [0.10, 0.00, 0.02], [-0.04, 0.02, 0.02], [-0.01, 0.14, -0.13], [-0.01, 0.08, -0.02], [0.03, -0.12, 0.10], [-0.08, -0.46, 0.32], [0.07, -0.03, -0.01], [0.15, 0.03, 0.02], [0.21, -0.01, -0.09], [-0.08, 0.22, 0.12], [-0.10, 0.22, -0.38], [-0.48, 0.32, 0.60], [0.06, 0.14, -0.10], [0.07, -0.01, -0.08], [0.04, -0.08, 0.01], [-0.13, -0.04, 0.00], [0.02, 0.08, 0.00], [0.25, -0.31, 0.03]]}

Entry 3:
{"formula": "C26H15N6O8S2Ti", "method": "the ωB97M-V functional and the def2-TZVPD basis", "total_charge": 1, "lumo_energy_ev": -4.65, "homo_lumo_gap_ev": 7.34, "max_force_ev_per_a": 0.4, "elements": ["Ti", "O", "C", "N", "C", "O", "C", "C", "C", "C", "C", "N", "C", "C", "C", "C", "C", "N", "H", "H", "H", "H", "H", "H", "H", "H", "S", "C", "N", "C", "C", "C", "C", "C", "C", "S", "H", "H", "H", "H", "O", "C", "O", "C", "C", "C", "C", "C", "C", "N", "O", "O", "N", "O", "O", "H", "H", "H"], "xyz": [[0.4317, -1.4036, -0.1044], [2.8744, -3.7054, 2.2820], [2.4157, -3.0080, 1.4241], [1.0669, -2.7502, 1.1680], [0.0877, -3.6175, 1.6996], [0.0982, -4.1434, 2.7699], [-0.9810, -3.8572, 0.6683], [-1.9692, -4.7912, 0.8705], [-2.8780, -5.0259, -0.1509], [-2.7505, -4.3188, -1.3320], [-1.7419, -3.3786, -1.4475], [-0.8624, -3.1479, -0.4698], [3.2732, -2.3354, 0.3894], [4.6451, -2.4662, 0.3845], [5.3543, -1.8630, -0.6423], [4.6629, -1.1562, -1.6169], [3.2876, -1.0559, -1.5270], [2.5996, -1.6373, -0.5380], [-2.0008, -5.3183, 1.8138], [-3.6677, -5.7542, -0.0261], [-3.4283, -4.4737, -2.1587], [-1.6455, -2.7937, -2.3498], [5.1177, -3.0412, 1.1683], [6.4317, -1.9473, -0.6869], [5.1789, -0.6833, -2.4398], [2.7141, -0.5102, -2.2636], [-0.2205, -0.7405, -2.3589], [0.3521, 0.7358, -1.6515], [0.9704, 0.6068, -0.5061], [1.3700, 1.8239, 0.0342], [2.0446, 2.0188, 1.2351], [2.3649, 3.3132, 1.5933], [2.0287, 4.3955, 0.7735], [1.3637, 4.2091, -0.4233], [1.0330, 2.9070, -0.7832], [0.1912, 2.3519, -2.2122], [2.3000, 1.1810, 1.8717], [2.8751, 3.4964, 2.5286], [2.2816, 5.3985, 1.0877], [1.0989, 5.0505, -1.0491], [-3.0118, -1.3392, 0.4926], [-2.1942, -0.4792, 0.6340], [-0.9004, -0.7523, 0.9655], [-2.4570, 0.9731, 0.4287], [-1.7383, 1.9436, 1.1125], [-2.0127, 3.2710, 0.8471], [-2.9513, 3.6722, -0.0821], [-3.6501, 2.6739, -0.7337], [-3.4381, 1.3328, -0.4885], [-4.6593, 3.0612, -1.7464], [-4.8297, 4.2453, -1.9268], [-5.2279, 2.1625, -2.3258], [-1.2483, 4.3054, 1.5735], [-1.3003, 5.4369, 1.1439], [-0.6119, 3.9436, 2.5396], [-0.9854, 1.6856, 1.8431], [-3.1373, 4.7155, -0.2894], [-4.0142, 0.5835, -1.0123]], "forces_ev_per_a": [[-0.25, -0.06, -0.25], [-0.04, 0.00, -0.02], [0.08, 0.00, 0.00], [0.10, -0.01, 0.06], [-0.09, -0.01, -0.08], [0.03, 0.01, 0.03], [0.06, -0.06, 0.01], [-0.02, -0.03, 0.07], [0.00, -0.01, 0.03], [0.03, 0.03, -0.01], [-0.01, -0.01, -0.03], [0.00, 0.14, 0.01], [-0.08, 0.10, -0.07], [0.00, -0.02, -0.01], [-0.02, 0.02, -0.03], [0.01, -0.02, 0.03], [0.01, 0.01, -0.01], [0.02, -0.06, 0.19], [0.00, 0.01, 0.00], [0.00, 0.00, 0.00], [0.00, 0.00, -0.01], [-0.01, 0.00, 0.00], [-0.01, 0.00, 0.01], [0.00, 0.00, 0.00], [0.00, 0.00, 0.00], [0.00, 0.00, 0.00], [0.08, 0.02, 0.10], [-0.03, 0.00, -0.08], [0.04, -0.01, 0.11], [0.01, 0.01, -0.02], [0.00, 0.02, 0.01], [0.00, 0.00, 0.00], [0.02, 0.00, 0.01], [0.00, 0.00, 0.00], [0.00, -0.02, -0.02], [0.02, -0.01, 0.02], [-0.01, -0.01, -0.01], [0.00, 0.00, 0.00], [0.00, 0.00, 0.00], [0.00, 0.00, 0.00], [-0.01, 0.00, -0.01], [0.05, -0.01, 0.07], [0.04, -0.06, -0.07], [-0.01, 0.03, -0.02], [-0.01, -0.02, -0.01], [-0.01, 0.03, 0.00], [-0.01, -0.01, 0.00], [-0.01, -0.03, 0.02], [0.00, 0.03, -0.01], [0.03, 0.00, -0.01], [-0.01, 0.00, 0.00], [-0.01, 0.01, 0.01], [0.00, 0.01, 0.02], [0.00, -0.01, 0.00], [0.00, 0.00, -0.02], [0.00, 0.00, 0.00], [0.01, 0.00, 0.01], [0.00, -0.01, 0.00]]}

Entry 4:
{"formula": "H19O10", "method": "the ωB97M-V functional and the def2-TZVPD basis", "total_charge": -1, "lumo_energy_ev": 2.94, "homo_lumo_gap_ev": 9.46, "max_force_ev_per_a": 3.5, "elements": ["O", "H", "O", "H", "H", "O", "H", "H", "O", "H", "H", "O", "H", "H", "O", "H", "H", "O", "H", "H", "O", "H", "H", "O", "H", "H", "O", "H", "H"], "xyz": [[0.4864, 0.2195, -0.0486], [-0.1596, -0.4925, 0.1374], [0.6484, -2.0035, -1.7446], [0.5984, -1.3425, -1.0456], [-0.1686, -2.4515, -1.6636], [-1.7726, -0.5435, -1.7896], [-1.3536, 0.0755, -1.2206], [-2.3016, -0.0055, -2.2916], [0.5954, 1.3675, -2.2836], [0.8054, 2.2975, -2.2446], [0.5074, 1.0845, -1.3656], [-2.0856, 0.0195, 2.1244], [-2.9766, 0.3275, 1.9504], [-1.8416, -0.7115, 1.4824], [1.1414, -0.6925, 2.2974], [0.8994, -0.5445, 1.3594], [1.7534, 0.0115, 2.4654], [2.9604, -0.3505, -0.4326], [3.0414, -0.4035, -1.3496], [2.0534, -0.1925, -0.3286], [-1.3466, -2.0195, 0.5224], [-0.7576, -2.2675, 1.2164], [-1.4396, -2.7575, -0.0866], [-1.4126, 2.0595, -0.0936], [-2.0546, 2.0415, 0.6374], [-0.6866, 1.4705, 0.1484], [1.4814, 2.3295, 1.1164], [2.1304, 2.0055, 1.8044], [1.2544, 1.4685, 0.7254]], "forces_ev_per_a": [[-1.09, -1.42, 0.51], [0.11, 0.93, -0.20], [1.45, -0.38, -0.22], [0.33, 0.49, -0.26], [-1.24, -0.48, -0.32], [0.61, -2.89, 0.95], [0.85, 1.00, 0.84], [-2.00, 1.94, -2.11], [0.18, 0.47, -1.48], [0.03, 0.35, 0.06], [0.03, -0.49, 0.39], [0.58, -0.71, -0.20], [-0.06, -0.38, -0.34], [-1.14, 1.48, 0.82], [-0.37, -1.14, 0.42], [0.34, 0.47, 0.27], [0.40, 0.38, 0.20], [2.99, -0.43, 1.69], [0.43, -0.16, -2.36], [-2.61, 0.53, 0.55], [-0.60, 0.07, -0.45], [0.90, -0.74, 0.83], [-0.01, 0.13, 0.09], [-1.51, 0.82, -0.06], [0.78, -0.14, -0.34], [0.35, -0.32, 0.44], [1.70, -0.35, 1.73], [-0.91, 1.01, -1.08], [-0.54, -0.01, -0.36]]}

Entry 5:
{"formula": "C10H19N3O4", "method": "the ωB97M-V functional and the def2-TZVPD basis", "total_charge": 0, "lumo_energy_ev": -0.17, "homo_lumo_gap_ev": 9.19, "max_force_ev_per_a": 7.5, "elements": ["C", "C", "C", "C", "C", "C", "C", "C", "C", "C", "H", "H", "H", "H", "H", "H", "H", "H", "H", "H", "H", "H", "H", "H", "H", "H", "H", "H", "H", "N", "N", "N", "O", "O", "O", "O"], "xyz": [[-2.3745, 0.9599, -0.7376], [-1.1279, 0.4673, -0.1565], [-3.5105, -0.1946, -0.7655], [-4.3614, -0.4446, 0.4569], [1.0068, -0.4069, -0.7414], [0.6462, -1.8222, -0.4260], [1.6957, 0.3503, 0.3687], [3.2533, 0.3959, 0.1407], [3.6809, -1.0447, -0.1624], [3.8016, 1.0054, 1.4935], [-3.2586, 2.6662, -2.2970], [-1.0021, 2.1606, -1.6118], [-2.6282, 1.6297, -0.0010], [-4.2151, 0.1312, -1.4981], [-2.9440, -1.0274, -1.0141], [-4.6485, 0.2821, 2.5583], [-3.0560, 0.3506, 1.8350], [-0.4555, 0.4680, -2.0874], [1.5054, -0.1152, -1.8632], [1.0095, 1.1816, 0.3438], [1.5931, -0.0228, 1.4141], [3.4534, 1.0386, -0.8207], [4.1477, -1.6394, 0.7684], [2.6659, -1.9002, -0.3847], [4.5660, -1.1050, -0.9709], [3.5026, 2.1614, 1.3256], [4.9896, 0.8221, 1.6551], [2.9290, 0.4841, 2.6188], [0.8993, -3.0991, 0.9631], [-2.2272, 1.6187, -2.0056], [-4.0302, 0.1562, 1.6351], [-0.1314, 0.3469, -1.0331], [-1.0161, 0.0909, 0.9227], [-5.3762, -1.2357, 0.3132], [-0.4908, -2.2842, -0.5978], [1.5080, -2.4255, 0.3618]], "forces_ev_per_a": [[-3.29, -0.72, 0.10], [-0.30, -0.02, -5.92], [1.31, 2.85, 1.07], [-3.56, -3.17, 0.44], [1.89, 1.43, -3.75], [-4.40, -0.65, -0.05], [1.37, -0.71, 0.69], [-1.09, 0.52, 0.25], [1.03, -3.81, -0.45], [-0.72, 0.73, 0.56], [3.83, -3.56, 1.57], [-4.75, -0.72, -2.18], [-1.28, 1.85, 1.81], [-0.33, -0.23, -0.85], [0.30, -2.09, -0.79], [1.46, -1.12, -3.41], [-0.02, 0.11, -0.48], [0.86, -0.62, 2.97], [0.02, -1.95, 3.25], [1.45, 1.50, 0.56], [-0.34, -0.47, -1.12], [-0.07, -0.80, 2.03], [-1.00, 1.63, -1.68], [5.23, 3.39, -0.23], [-2.17, 0.15, 1.62], [1.06, -2.48, 1.22], [-3.11, 0.56, -0.07], [3.16, 1.62, -3.38], [2.10, 1.93, -2.28], [2.05, 4.61, -0.57], [-1.21, 0.82, 2.81], [-2.61, 0.96, -5.13], [0.07, -1.80, 7.27], [3.51, 3.32, 0.61], [2.45, 0.81, -0.17], [-2.89, -3.89, 3.67]]}

Entry 6:
{"formula": "C5H10O2", "method": "the ωB97M-V functional and the def2-TZVPD basis", "total_charge": 0, "lumo_energy_ev": 0.95, "homo_lumo_gap_ev": 10.88, "max_force_ev_per_a": 0.7, "elements": ["C", "C", "C", "O", "C", "C", "O", "H", "H", "H", "H", "H", "H", "H", "H", "H", "H"], "xyz": [[-2.3669, -0.5406, -0.4250], [-1.1653, 0.3759, -0.6087], [0.1133, -0.1783, -0.0006], [0.4511, -1.4445, -0.5336], [1.2815, 0.7978, -0.2402], [2.5162, 0.4001, 0.5116], [2.6207, -0.6516, 1.1040], [-3.2796, -0.0884, -0.8269], [-2.1994, -1.4952, -0.9306], [-2.5339, -0.7462, 0.6386], [-1.0070, 0.5935, -1.6734], [-1.3363, 1.3410, -0.1130], [-0.0680, -0.3618, 1.0815], [1.0096, -1.7960, 0.1752], [1.0439, 1.8414, 0.0093], [1.5570, 0.8111, -1.3098], [3.3579, 1.1254, 0.5064]], "forces_ev_per_a": [[-0.04, -0.06, 0.03], [0.03, 0.06, -0.02], [-0.11, 0.39, 0.18], [-0.01, -0.13, 0.15], [-0.05, -0.07, 0.14], [0.03, -0.34, 0.23], [0.09, 0.42, -0.11], [0.15, -0.07, 0.05], [-0.04, 0.11, 0.08], [0.00, 0.00, -0.13], [0.02, -0.09, 0.12], [-0.09, -0.10, -0.13], [0.18, 0.64, -0.34], [0.16, -0.36, -0.50], [-0.06, -0.17, 0.06], [-0.18, -0.10, 0.21], [-0.08, -0.14, -0.02]]}